{"formula": "C17H30FN3O6S", "method": "ωB97M-V with the def2-TZVPD basis set", "smiles": "C[C@@H](CC(=O)N1CC(F)(C(=O)N(CCS(=O)(=O)O)CC(N)=O)C1)CC(C)(C)C", "homo_energy_ha": -0.346, "spin_multiplicity": 1, "homo_lumo_gap_ev": 9.7, "de_lowest_kj_mol": 17.51, "elements": ["C", "C", "C", "C", "O", "N", "C", "C", "F", "C", "O", "N", "C", "C", "S", "O", "O", "O", "C", "C", "N", "O", "C", "C", "C", "C", "C", "C", "H", "H", "H", "H", "H", "H", "H", "H", "H", "H", "H", "H", "H", "H", "H", "H", "H", "H", "H", "H", "H", "H", "H", "H", "H", "H", "H", "H", "H", "H"], "positions_angstrom": [[-2.876, -2.165, 3.432], [-2.529, -0.950, 2.577], [-1.567, -0.026, 3.348], [-1.475, 1.303, 2.636], [-2.389, 2.110, 2.622], [-0.351, 1.525, 1.917], [0.955, 0.892, 1.789], [1.293, 1.968, 0.727], [2.374, 2.769, 1.077], [1.413, 1.397, -0.681], [0.384, 1.173, -1.297], [2.626, 1.052, -1.195], [2.585, 0.250, -2.416], [2.388, 1.142, -3.635], [2.475, 0.236, -5.151], [2.146, 1.109, -6.235], [3.678, -0.530, -5.145], [1.284, -0.808, -4.985], [3.901, 1.144, -0.522], [4.133, -0.029, 0.433], [5.357, -0.044, 1.011], [3.277, -0.857, 0.656], [-0.052, 2.646, 1.042], [-1.962, -1.362, 1.205], [-2.912, -1.223, 0.001], [-4.213, -1.993, 0.225], [-2.194, -1.789, -1.226], [-3.214, 0.256, -0.254], [-1.974, -2.740, 3.660], [-3.336, -1.866, 4.375], [-3.567, -2.828, 2.911], [-3.439, -0.364, 2.424], [-1.977, 0.165, 4.340], [-0.588, -0.500, 3.460], [1.596, 0.975, 2.670], [0.962, -0.134, 1.425], [3.518, -0.305, -2.494], [1.763, -0.459, -2.344], [1.418, 1.638, -3.601], [3.175, 1.893, -3.723], [0.505, -0.481, -5.458], [4.684, 1.138, -1.282], [3.993, 2.075, 0.028], [6.050, 0.655, 0.814], [5.583, -0.785, 1.653], [-0.730, 2.740, 0.196], [0.074, 3.603, 1.550], [-1.086, -0.756, 0.961], [-1.612, -2.399, 1.264], [-4.779, -1.595, 1.069], [-4.849, -1.923, -0.661], [-4.015, -3.052, 0.413], [-1.265, -1.244, -1.411], [-1.953, -2.846, -1.087], [-2.822, -1.697, -2.116], [-2.289, 0.801, -0.459], [-3.866, 0.363, -1.125], [-3.709, 0.730, 0.594]], "nbo_charge": [-0.5992, -0.2177, -0.4788, 0.6957, -0.6257, -0.4373, -0.2258, 0.2611, -0.3572, 0.6642, -0.6221, -0.4233, -0.2246, -0.6925, 2.3861, -0.9353, -0.9257, -0.8901, -0.3286, 0.6607, -0.8185, -0.6126, -0.2183, -0.3980, -0.0476, -0.6105, -0.5980, -0.6191, 0.1987, 0.2075, 0.2130, 0.2161, 0.2333, 0.2021, 0.2130, 0.2327, 0.2245, 0.2445, 0.2640, 0.2456, 0.5156, 0.2237, 0.2589, 0.3972, 0.4118, 0.2344, 0.2145, 0.2060, 0.2036, 0.2069, 0.2091, 0.2032, 0.2142, 0.2017, 0.2032, 0.2160, 0.2050, 0.2190]}



{"formula": "C10H17N3OS", "method": "ωB97M-V with the def2-TZVPD basis set", "smiles": "CC(C)(C)[C@H]1C=C/C(=[NH+]/[S-])CC1.N#[N+][O-]", "homo_energy_ha": [-0.273, -0.274], "spin_multiplicity": 1, "homo_lumo_gap_ev": [6.9, 6.9], "de_lowest_kj_mol": 479.87, "elements": ["C", "C", "C", "C", "C", "C", "C", "C", "C", "C", "N", "N", "N", "O", "S", "H", "H", "H", "H", "H", "H", "H", "H", "H", "H", "H", "H", "H", "H", "H", "H", "H"], "positions_angstrom": [[-1.382, -0.923, 1.346], [-1.443, -0.454, 0.073], [-0.140, -1.050, 2.021], [1.167, -0.801, 1.354], [1.014, -0.698, -0.178], [-0.172, 0.164, -0.538], [1.292, 1.056, -2.456], [-1.219, 1.693, -2.332], [-0.466, -0.644, -2.915], [-0.163, 0.553, -2.106], [-0.540, 0.993, 4.594], [-0.252, -1.461, 3.307], [0.552, 1.059, 4.815], [1.617, 1.351, 5.151], [1.003, -1.556, 4.403], [-2.212, -1.195, 1.995], [-2.415, -0.187, -0.435], [1.587, 0.127, 1.736], [1.686, -1.626, 1.667], [1.883, -0.231, -0.606], [1.066, -1.745, -0.588], [0.165, 1.149, 0.033], [1.307, 1.404, -3.476], [1.933, 0.175, -2.374], [1.629, 1.863, -1.780], [-2.267, 1.358, -2.157], [-0.889, 2.536, -1.624], [-1.371, 2.070, -3.437], [0.251, -1.413, -2.623], [-0.654, -0.523, -3.963], [-1.363, -1.174, -2.519], [-1.204, -1.870, 3.610]], "nbo_charge": [-0.2554, -0.1331, 0.2896, -0.4641, -0.4046, -0.2551, -0.6129, -0.6243, -0.6348, -0.0211, -0.1272, -0.5758, 0.4405, -0.3340, -0.2026, 0.2117, 0.2247, 0.2400, 0.2503, 0.2227, 0.2076, 0.2188, 0.2182, 0.2059, 0.2097, 0.2102, 0.2147, 0.2192, 0.2122, 0.2250, 0.2087, 0.4150]}